A single C4H9NO2 molecule, computed with the ωB97M-V functional and the def2-TZVPD basis.

XYZ file:
```
16
Properties=species:S:1:pos:R:3:forces:R:3
C 2.191591 0.682796 0.815866 0.21 -0.14 -0.03
C 1.633972 0.452636 -0.593975 0.27 0.05 -0.11
N 0.556239 -0.516273 -0.625781 -0.02 -0.02 0.28
C -0.721704 -0.075312 -0.436257 0.13 0.19 0.02
O -1.080088 1.083678 -0.472935 0.03 -0.41 -0.01
O -1.542668 -1.124732 -0.225826 0.13 0.05 -0.01
C -2.882078 -0.763700 0.083934 -0.30 0.03 0.06
H 1.374536 0.961391 1.499461 0.33 -0.31 -0.09
H 2.781935 -0.194704 1.185132 -0.78 0.56 -0.19
H 2.893618 1.515533 0.802382 0.04 0.10 -0.03
H 1.253828 1.371250 -1.054248 0.05 -0.14 0.34
H 2.414095 0.083945 -1.259065 0.15 0.01 0.02
H 0.766097 -1.415782 -0.211825 -0.19 0.05 -0.24
H -3.448618 -1.693666 0.041561 0.00 0.16 0.04
H -2.926553 -0.330232 1.087509 -0.08 -0.05 -0.13
H -3.264201 -0.036828 -0.635931 0.01 -0.13 0.09
```
Forces are in eV/Å.

Calculated values
HOMO-LUMO gap: 10.7 eV
HOMO energy: -0.3592 Eh
Energy above the lowest of the compared OMol25 structures with the same formula, charge and spin: 48.9 kJ/mol
LUMO level: 0.93 eV
SMILES: CCNC(=O)OC

Atomic partial charges in e from the Mulliken method, atoms 1 to 2:
1. C -0.982
2. C -0.448

***

A 4-piece molecular cluster, C4H14O4 overall in a non-equilibrium geometry, computed with the ωB97M-V functional and the def2-TZVPD basis.

XYZ file:
```
22
Properties=species:S:1:pos:R:3:forces:R:3
C 0.878701 -0.106441 -0.677716 0.73 0.07 0.00
C -0.338686 -0.773010 -0.298279 -1.99 -2.20 -3.85
C 1.256863 -0.718490 0.683711 4.61 -0.98 1.34
C -0.660256 -2.150390 -0.814747 2.16 0.68 1.86
O 0.923691 1.251078 -0.788029 -0.11 0.51 0.20
H 1.505762 -0.565441 -1.499267 -0.71 -0.12 0.76
H -1.064415 -0.236531 0.185664 -1.61 1.22 1.13
H 1.545223 -1.819384 0.575966 -0.54 1.32 0.24
H 0.714722 -0.544224 1.607944 -0.63 0.08 -0.28
H 2.230915 -0.228861 0.970399 0.49 -0.10 0.05
H -1.409779 -2.150461 -1.517558 -1.86 -0.12 -1.87
H -0.926704 -2.796416 -0.004315 -0.64 -0.57 0.75
H 0.230041 -2.637464 -1.206708 0.21 0.15 -0.45
H -0.990769 0.996144 2.253489 0.17 0.14 -0.28
H -2.080760 0.590229 3.268639 -0.67 0.53 0.95
O -1.561473 0.259069 2.562586 0.40 -0.72 -0.62
H 0.046796 1.471524 -2.159428 -0.07 -0.32 -0.05
H -0.492501 2.119444 -3.458749 0.02 2.15 -1.18
O -0.487888 1.321016 -3.003592 0.04 -1.90 1.18
H 0.094555 2.968613 1.482473 0.02 -0.82 -0.11
H 0.469386 1.754617 0.423458 0.02 -0.16 -0.13
O 0.116586 1.995369 1.414053 -0.05 1.16 0.37
```
Forces are in eV/Å.

Calculated values
HOMO-LUMO gap (alpha / beta): 4.9 / 7.9 eV
HOMO energy (alpha / beta): -0.0437 / -0.1514 Eh
Energy above the lowest of the compared OMol25 structures with the same formula, charge and spin: 155.1 kJ/mol
Net charge: -1
LUMO level (alpha / beta): 3.75 / 3.74 eV
Multiplicity: 2

Atomic partial charges in e from the Mulliken method, atoms 1 to 2:
1. C 0.296
2. C -0.192

***

A 2-piece molecular cluster, C2H4N overall in a non-equilibrium geometry, computed with the ωB97M-V functional and the def2-TZVPD basis.

XYZ file:
```
7
Properties=species:S:1:pos:R:3:forces:R:3
C -1.489298 0.042071 -0.051578 -2.81 0.23 0.47
C 1.880203 -0.001074 -0.135400 -2.60 -0.34 -0.61
N -0.319046 -0.225508 -0.077375 4.97 0.10 -0.06
H -2.070969 -0.195721 0.860986 0.16 -0.03 0.02
H -2.121476 0.458659 -0.846356 0.40 0.08 -0.33
H 2.004886 0.966230 0.309436 -0.14 0.28 0.34
H 2.115701 -1.044654 -0.059710 0.02 -0.32 0.16
```
Forces are in eV/Å.

Calculated values
HOMO-LUMO gap (alpha / beta): 8.7 / 9.8 eV
HOMO energy (alpha / beta): -0.5847 / -0.6423 Eh
Energy above the lowest of the compared OMol25 structures with the same formula, charge and spin: 516.7 kJ/mol
Net charge: +1
LUMO level (alpha / beta): -7.21 / -7.70 eV

Atomic partial charges in e from the Mulliken method, atoms 1 to 2:
1. C -0.144
2. C 0.005

***

C21H29AsClF6HgNO as an isolated structure in a non-equilibrium geometry, computed with the ωB97M-V functional and the def2-TZVPD basis.

XYZ file:
```
61
Properties=species:S:1:pos:R:3:forces:R:3
Hg -0.220522 0.775005 -0.778229 -0.73 -0.87 -0.37
F -0.152411 3.892956 -0.415990 -0.02 -0.02 0.01
As -0.917697 5.440902 -0.166834 0.14 0.01 -0.07
F -1.307862 5.007136 1.463692 -0.04 -0.04 0.04
F 0.601262 6.101758 0.371833 0.03 0.02 0.02
F -2.429146 4.790023 -0.724521 -0.04 -0.02 0.01
F -0.514832 5.892376 -1.800099 -0.01 0.02 -0.06
F -1.671280 6.995452 0.066913 -0.04 0.07 0.00
Cl -2.128370 -5.527110 -2.572893 0.01 0.04 -0.01
C -1.843371 -3.796060 -2.658223 -0.01 0.00 0.00
C -2.709646 -2.923635 -2.019388 -0.03 0.01 -0.02
C -2.482739 -1.561741 -2.096998 0.00 0.03 0.01
C -1.386834 -1.029949 -2.793345 -0.04 -0.07 -0.14
C -1.115895 0.409322 -2.820923 0.68 0.72 0.61
C -0.537974 -1.948042 -3.427186 0.01 0.01 0.00
C -0.756768 -3.315445 -3.364859 0.03 0.00 -0.03
H -3.549007 -3.309874 -1.456062 0.01 0.01 0.00
H -3.150664 -0.881907 -1.580694 0.02 -0.03 0.05
H -1.979818 1.058080 -2.705327 -0.13 -0.09 -0.30
H -0.432227 0.746109 -3.593151 -0.14 -0.04 -0.17
H 0.320818 -1.572851 -3.973038 -0.01 -0.02 -0.01
H -0.086472 -4.005014 -3.862108 0.00 0.00 0.01
C -2.765965 1.388969 2.518903 -0.04 -0.01 0.05
C -2.547673 -0.017932 3.081502 0.08 -0.03 -0.29
C -3.298773 -1.060074 2.241590 -0.01 0.02 0.03
C -1.077866 -0.375223 3.243519 0.03 -0.20 0.19
C -0.655344 -0.720086 4.514551 0.02 0.16 0.01
C 0.667646 -1.040154 4.800890 0.00 -0.02 0.04
C 1.563486 -1.037953 3.744717 -0.03 -0.02 -0.03
C 1.198640 -0.755005 2.432130 0.07 -0.04 0.08
C 2.327505 -0.883720 1.414881 -0.24 0.15 -0.19
C 2.847344 0.484502 0.957614 0.06 -0.11 0.00
C 2.006522 -1.817065 0.239588 0.14 -0.04 0.05
C -0.166692 -0.401823 2.113994 -0.29 -0.07 -0.21
N -0.722682 -0.227484 0.896410 0.69 0.39 0.56
H -3.833944 1.630995 2.498525 0.00 0.01 0.03
H -2.376337 1.453250 1.506542 0.02 0.02 0.00
H -2.254615 2.139733 3.124047 -0.01 0.01 0.00
H -2.978127 -0.037244 4.090161 0.00 0.00 0.02
H -2.842199 -1.111199 1.252631 -0.01 0.00 0.00
H -4.355498 -0.786723 2.140226 0.00 -0.02 0.02
H -3.236754 -2.050051 2.703318 -0.01 0.01 0.00
H -1.380905 -0.697036 5.325095 -0.02 -0.01 -0.02
H 0.984011 -1.285125 5.808256 0.01 0.01 0.00
H 2.603424 -1.291423 3.941958 0.00 -0.02 -0.02
H 3.158372 -1.360675 1.946926 0.00 0.04 0.06
H 2.088833 1.038989 0.405016 0.00 0.05 0.02
H 3.727440 0.371907 0.315381 0.00 0.01 -0.02
H 3.128437 1.087699 1.822734 0.00 0.01 -0.02
H 1.106729 -1.513164 -0.285595 -0.04 -0.01 0.00
H 1.837128 -2.832961 0.606295 0.01 0.00 -0.02
H 2.843752 -1.841331 -0.469631 0.00 -0.02 0.03
C 4.272936 -0.158702 -2.949530 -0.01 -0.01 -0.04
C 2.884123 0.219493 -3.436461 0.04 0.01 0.03
O 2.623476 1.607912 -3.312215 0.05 -0.03 0.06
H 4.475508 -1.209349 -3.175341 0.01 0.01 0.04
H 4.359688 -0.017219 -1.872034 0.01 0.01 0.00
H 5.024999 0.457768 -3.445426 0.00 0.00 0.01
H 2.131424 -0.371113 -2.903759 -0.05 0.03 -0.03
H 2.799849 -0.004780 -4.502946 -0.06 -0.04 0.01
H 2.283555 1.785906 -2.427028 -0.06 0.02 -0.05
```
Forces are in eV/Å.

Calculated values
HOMO-LUMO gap: 5.0 eV
HOMO energy: -0.0316 Eh
Energy above the lowest of the compared OMol25 structures with the same formula, charge and spin: 81.3 kJ/mol
Net charge: -2
LUMO level: 4.12 eV

Atomic partial charges in e from the Mulliken method, atoms 1 to 2:
1. Hg 1.255
2. F -0.550